Below is 4 unconnected molecules or ions with the total composition C4H15NO4S2 at a distorted geometry, with properties calculated with ωB97M-V/def2-TZVPD.

ORCA input file:
```
! RIJCOSX wB97M-V def2-TZVPD def2/J DEFGRID3
* xyz 1 2
N 0.41 0.51 -3.41
C 0.26 -0.44 -2.25
C 1.08 -1.65 -2.75
O 1.87 -2.14 -1.98
C 0.89 0.15 -0.99
S 0.20 1.66 -0.27
S -1.12 0.98 1.09
C -2.61 0.66 0.19
H -0.47 0.98 -3.60
H 0.95 1.32 -3.11
H -0.80 -0.70 -2.16
H 0.97 -2.08 -3.74
H 1.27 -0.57 -0.24
H 1.96 0.41 -1.23
H -3.20 -0.18 0.60
H -3.19 1.55 0.00
H -2.44 0.05 -0.72
H 2.20 2.02 3.07
H 1.44 2.59 2.02
O 2.35 2.34 2.18
H -1.41 -1.51 2.51
H -2.39 -2.57 2.13
O -2.02 -2.14 2.90
H 1.44 -1.16 3.17
H 0.73 0.14 3.33
O 1.62 -0.23 3.27
*
```

The energy above the lowest of the compared OMol25 structures with the same formula, charge and spin is 0.00 kJ/mol. The total energy is -35731.2494 eV. As for the LUMO energy (alpha / beta): -4.58 / -9.10 eV. The orbital gap (alpha / beta) is 0.3305 / 0.1618 hartree. The value obtained for the molar mass is 205.3 u. The highest occupied orbital energy (alpha / beta) comes out at -13.57 / -13.50 eV. As for the expectation value of S²: 0.76.

=====

Below is 4 unconnected molecules or ions with the total composition C4H15NO5 at a distorted geometry, with properties calculated with ωB97M-V/def2-TZVPD.

ORCA input file:
```
! RIJCOSX wB97M-V def2-TZVPD def2/J DEFGRID3
* xyz 0 1
N 0.30 0.80 0.89
C 1.16 -0.24 0.49
C 2.69 0.17 0.39
O 3.09 0.87 -0.69
C 1.15 -1.73 1.25
C -0.22 -2.05 1.75
O -0.82 -3.10 1.53
H 0.65 1.79 0.49
H 0.28 0.83 1.90
H 0.84 -0.44 -0.55
H 3.15 -0.89 0.26
H 3.33 0.72 1.20
H 2.77 0.27 -1.41
H 1.43 -2.48 0.51
H 1.78 -1.85 2.13
H -0.94 -1.16 2.02
O -0.97 2.44 -1.45
H -1.29 2.04 -2.37
H -0.11 2.70 -1.62
O -3.34 1.08 0.18
H -2.37 1.19 -0.15
H -3.37 0.70 0.95
O -2.09 0.48 -2.97
H -1.48 -0.16 -3.45
H -2.31 0.06 -2.13
*
```

The energy above the lowest of the compared OMol25 structures with the same formula, charge and spin is 365.85 kJ/mol. The total energy is -16115.7723 eV. As for the LUMO energy: 0.16 eV. The orbital gap is 0.3489 hartree. The value obtained for the molar mass is 157.2 u. The highest occupied orbital energy comes out at -9.33 eV.

=====

Below is 5 unconnected molecules or ions with the total composition C4H15NO6 at a distorted geometry, with properties calculated with ωB97M-V/def2-TZVPD.

ORCA input file:
```
! RIJCOSX wB97M-V def2-TZVPD def2/J DEFGRID3
* xyz 0 1
N -2.05 -1.22 -0.20
C -0.90 -1.87 0.15
O -0.89 -2.81 0.91
C 0.36 -1.50 -0.61
C 1.45 -0.70 0.11
C 2.67 -0.53 -0.73
O 3.18 0.57 -0.86
H -2.12 -0.50 -0.88
H -2.88 -1.61 0.22
H 0.07 -0.90 -1.50
H 0.76 -2.38 -1.13
H 1.62 -1.27 1.03
H 1.05 0.23 0.59
H 3.07 -1.27 -1.44
O -0.54 1.37 1.03
H -0.77 0.70 1.69
H -1.40 1.68 0.69
O -1.76 1.25 -2.00
H -2.05 2.16 -2.09
H -0.82 1.36 -1.83
O 1.30 3.09 -1.35
H 1.73 2.23 -1.33
H 1.18 3.29 -0.41
O -0.80 -0.10 3.28
H -1.38 -0.71 3.75
H -0.08 -0.54 2.88
*
```

The energy above the lowest of the compared OMol25 structures with the same formula, charge and spin is 106.37 kJ/mol. The total energy is -18166.5097 eV. As for the LUMO energy: 0.42 eV. The orbital gap is 0.3839 hartree. The value obtained for the molar mass is 173.2 u. The highest occupied orbital energy comes out at -10.03 eV.

=====

Below is a molecular structure, C4H16AgNO6 at a distorted geometry, with properties calculated with ωB97M-V/def2-TZVPD.

ORCA input file:
```
! RIJCOSX wB97M-V def2-TZVPD def2/J DEFGRID3
* xyz -2 3
Ag 0.15 13.10 21.40
O -0.18 11.40 20.14
H 0.17 10.57 20.53
O 2.19 13.40 20.58
H 2.95 12.81 20.76
O -0.89 14.01 19.58
H -1.51 14.34 18.90
O 0.58 15.22 22.31
H 0.14 15.54 23.12
O -1.98 12.86 21.97
H -2.03 12.10 22.58
C 2.50 10.30 22.25
C 1.30 10.81 23.05
C 1.17 10.17 24.41
O -0.12 10.41 25.03
C -0.36 9.99 26.39
N 1.34 12.22 23.23
H 2.51 10.86 21.31
H 2.44 9.24 22.02
H 3.45 10.46 22.76
H 0.36 10.51 22.58
H 2.05 10.43 25.00
H 1.23 9.13 24.08
H -0.51 8.91 26.39
H -1.24 10.47 26.81
H 0.56 10.13 26.95
H 2.23 12.55 23.57
H 0.77 12.33 24.05
*
```

The energy above the lowest of the compared OMol25 structures with the same formula, charge and spin is 43.43 kJ/mol. The total energy is -22171.9168 eV. As for the LUMO energy (alpha / beta): 4.75 / 4.75 eV. The orbital gap (alpha / beta) is 0.1493 / 0.1624 hartree. The value obtained for the molar mass is 282.0 u. The highest occupied orbital energy (alpha / beta) comes out at 0.69 / 0.33 eV. As for the expectation value of S²: 2.01.

=====

Below is a molecular structure, C4H16BO7Zr at a distorted geometry, with properties calculated with ωB97M-V/def2-TZVPD.

ORCA input file:
```
! RIJCOSX wB97M-V def2-TZVPD def2/J DEFGRID3
* xyz 1 1
Zr -0.34 0.10 -0.39
C 1.48 -3.36 1.18
C 0.97 -1.95 0.87
O 1.45 -1.23 -0.02
O -0.12 -1.43 1.20
H 2.51 -3.34 1.53
H 1.46 -4.01 0.30
H 0.95 -3.85 2.00
C 1.82 3.00 1.84
C 1.00 2.07 1.00
O -0.03 1.50 1.38
O 1.29 1.67 -0.09
H 1.60 4.04 1.60
H 2.87 2.76 1.68
H 1.65 2.98 2.92
B -1.67 -1.45 -1.46
H -1.95 -1.56 -0.43
H -0.62 -1.70 -1.53
H -2.21 -2.18 -2.03
H -1.79 -0.42 -1.78
O -1.37 1.84 -1.31
H -2.26 1.85 -1.66
H -1.01 2.69 -1.57
O 0.59 0.28 -2.40
H 0.17 0.19 -3.26
H 1.47 0.59 -2.61
O -2.36 0.31 0.75
H -2.55 0.98 1.40
H -3.00 -0.38 0.91
*
```

The total energy is -20693.5109 eV. As for the LUMO energy: -3.49 eV. The orbital gap is 0.3713 hartree. The value obtained for the molar mass is 278.2 u. The highest occupied orbital energy comes out at -13.60 eV.

=====

Below is a molecular structure, C4H16Br2CdN8O4 at a distorted geometry, with properties calculated with ωB97M-V/def2-TZVPD.

ORCA input file:
```
! RIJCOSX wB97M-V def2-TZVPD def2/J DEFGRID3
* xyz 0 1
Cd 0.21 0.77 -0.14
Br -0.21 2.49 -2.24
Br 2.03 1.87 1.28
C 2.69 -0.46 -1.70
O 1.53 -0.46 -1.28
N 2.95 -0.59 -3.05
N 3.77 -0.32 -0.89
H 2.21 -0.16 -3.60
H 3.89 -0.31 -3.28
H 4.54 0.20 -1.27
H 3.61 -0.24 0.10
C 0.58 -1.62 2.20
O 0.23 -0.87 1.29
N 1.26 -1.17 3.29
N 0.21 -2.93 2.23
H 1.54 -0.20 3.28
H 1.59 -1.83 3.97
H 0.64 -3.56 2.87
H -0.10 -3.31 1.35
C -1.91 2.60 1.47
O -1.33 1.59 1.06
N -1.85 3.00 2.79
N -2.58 3.42 0.64
H -2.33 3.80 3.13
H -1.44 2.32 3.41
H -2.37 3.26 -0.34
H -3.16 4.12 1.06
C -1.89 -1.18 -1.86
O -1.38 -0.45 -1.00
N -1.72 -0.80 -3.17
N -2.43 -2.38 -1.57
H -1.96 -1.39 -3.93
H -1.21 0.08 -3.20
H -2.58 -2.51 -0.58
H -3.04 -2.77 -2.28
*
```

The energy above the lowest of the compared OMol25 structures with the same formula, charge and spin is 30.54 kJ/mol. The total energy is -169174.8548 eV. As for the LUMO energy: 0.46 eV. The orbital gap is 0.2975 hartree. The value obtained for the molar mass is 512.4 u. The highest occupied orbital energy comes out at -7.64 eV.

=====

Below is 5 unconnected molecules or ions with the total composition C4H16ClO4 at a distorted geometry, with properties calculated with ωB97M-V/def2-TZVPD.

ORCA input file:
```
! RIJCOSX wB97M-V def2-TZVPD def2/J DEFGRID3
* xyz -1 1
Cl 0.38 1.32 -0.75
C 3.12 2.04 1.63
O 4.34 1.45 2.14
H 3.26 2.67 0.75
H 2.34 1.30 1.47
H 2.68 2.71 2.39
H 4.31 1.70 3.06
C -0.67 -1.80 -3.38
O 0.41 -1.05 -2.89
H -1.44 -1.99 -2.62
H -1.19 -1.27 -4.19
H -0.34 -2.79 -3.71
H 0.13 -0.58 -2.08
C 0.26 -1.12 2.00
O -0.49 0.07 2.19
H -0.38 -2.00 2.14
H 0.67 -1.21 0.99
H 1.12 -1.15 2.67
H -0.07 0.71 1.60
C -3.35 -0.05 -0.59
O -2.78 1.21 -0.41
H -4.41 -0.06 -0.38
H -3.19 -0.48 -1.59
H -2.90 -0.78 0.10
H -1.81 1.14 -0.51
*
```

The energy above the lowest of the compared OMol25 structures with the same formula, charge and spin is 66.28 kJ/mol. The total energy is -25121.0437 eV. As for the LUMO energy: 3.28 eV. The orbital gap is 0.3165 hartree. The value obtained for the molar mass is 163.6 u. The highest occupied orbital energy comes out at -5.33 eV.

=====

Below is a molecular structure, C4H16FeN8O8P at a distorted geometry, with properties calculated with ωB97M-V/def2-TZVPD.

ORCA input file:
```
! RIJCOSX wB97M-V def2-TZVPD def2/J DEFGRID3
* xyz -1 5
Fe -8.25 9.25 3.51
P -9.42 9.89 1.58
O -9.74 10.66 2.94
O -7.85 10.05 1.65
O -10.31 10.24 0.32
O -9.53 8.49 2.23
C -6.88 11.89 4.31
O -6.97 10.70 4.39
N -7.58 12.55 3.42
N -6.02 12.58 4.87
H -7.37 13.44 2.97
H -8.34 12.00 3.04
H -5.51 12.11 5.60
H -6.27 13.56 4.85
C -9.12 8.87 6.47
O -8.73 8.53 5.41
N -10.26 9.50 6.75
N -8.41 8.90 7.50
H -11.05 9.52 6.11
H -10.45 9.82 7.69
H -7.41 8.90 7.35
H -8.75 8.83 8.45
C -6.21 6.71 3.42
O -6.58 7.90 3.44
N -5.38 6.21 4.32
N -6.60 5.80 2.52
H -5.03 5.26 4.21
H -5.19 6.80 5.11
H -7.18 6.02 1.73
H -6.40 4.88 2.87
C -12.62 9.26 4.36
O -13.57 8.93 5.05
N -12.01 10.36 4.29
N -12.04 8.43 3.55
H -12.61 10.98 4.81
H -11.32 10.61 3.59
H -11.11 8.57 3.16
H -12.52 7.57 3.30
*
```

The energy above the lowest of the compared OMol25 structures with the same formula, charge and spin is 371.42 kJ/mol. The total energy is -76391.1427 eV. As for the LUMO energy (alpha / beta): 2.29 / 2.29 eV. The orbital gap (alpha / beta) is 0.2023 / 0.1948 hartree. The value obtained for the molar mass is 391.0 u. The highest occupied orbital energy (alpha / beta) comes out at -3.22 / -3.02 eV. As for the expectation value of S²: 6.01.

=====

Below is 3 unconnected molecules or ions with the total composition C4H16N2O2 at a distorted geometry, with properties calculated with ωB97M-V/def2-TZVPD.

ORCA input file:
```
! RIJCOSX wB97M-V def2-TZVPD def2/J DEFGRID3
* xyz 0 1
C -0.41 -0.81 -1.52
N 0.34 -1.87 -0.55
C 0.40 -1.67 0.88
C 0.58 -0.18 1.29
C 0.03 -0.03 2.76
N 1.83 0.44 0.90
H -1.56 -0.80 -1.38
H 0.01 0.13 -1.52
H -0.22 -1.28 -2.66
H 1.23 -1.87 -1.06
H -0.47 -2.06 1.43
H 1.15 -2.32 1.26
H -0.15 0.35 0.61
H 0.45 1.04 3.27
H 0.08 -0.98 3.34
H -0.98 0.31 2.99
H 2.70 -0.10 1.00
H 2.08 1.37 1.34
O 2.43 0.44 -2.52
H 1.57 0.01 -2.67
H 2.43 0.18 -1.55
O -4.57 2.90 -1.92
H -5.18 3.40 -1.48
H -3.76 3.37 -2.24
*
```

The energy above the lowest of the compared OMol25 structures with the same formula, charge and spin is 301.63 kJ/mol. The total energy is -11479.8452 eV. As for the LUMO energy: 0.73 eV. The orbital gap is 0.3587 hartree. The value obtained for the molar mass is 124.2 u. The highest occupied orbital energy comes out at -9.03 eV.

=====

Below is 3 unconnected molecules or ions with the total composition C4H16N2O2 at a distorted geometry, with properties calculated with ωB97M-V/def2-TZVPD.

ORCA input file:
```
! RIJCOSX wB97M-V def2-TZVPD def2/J DEFGRID3
* xyz 0 1
N -2.79 -0.54 -0.15
C -1.39 -0.99 -0.32
C -0.71 -0.94 1.05
C -0.42 0.41 1.70
C 0.32 1.45 0.83
N 1.69 1.08 0.53
H -2.87 0.21 0.52
H -3.43 -1.29 0.06
H -0.92 -0.37 -1.08
H -1.34 -1.98 -0.78
H -1.28 -1.58 1.70
H 0.27 -1.44 0.97
H 0.12 0.18 2.64
H -1.32 0.91 2.05
H -0.22 1.39 -0.14
H 0.16 2.50 1.02
H 2.43 1.74 0.71
H 1.90 0.10 0.51
O 1.78 1.08 -2.50
H 1.95 1.18 -1.54
H 0.87 1.36 -2.64
O 1.84 -1.61 -1.36
H 1.45 -0.75 -1.60
H 1.88 -2.11 -2.18
*
```

The energy above the lowest of the compared OMol25 structures with the same formula, charge and spin is 63.11 kJ/mol. The total energy is -11482.3173 eV. As for the LUMO energy: 0.82 eV. The orbital gap is 0.3595 hartree. The value obtained for the molar mass is 124.2 u. The highest occupied orbital energy comes out at -8.96 eV.

=====

Below is 3 unconnected molecules or ions with the total composition C4H16N2O2 at a distorted geometry, with properties calculated with ωB97M-V/def2-TZVPD.

ORCA input file:
```
! RIJCOSX wB97M-V def2-TZVPD def2/J DEFGRID3
* xyz 0 1
C -0.01 -1.30 -2.36
N -1.35 -0.75 -1.84
C -1.10 -0.34 -0.39
C 0.23 0.28 -0.13
N 0.55 0.53 1.30
C 1.88 1.37 1.35
H -0.05 -2.46 -2.16
H 0.82 -0.82 -1.79
H 0.12 -0.97 -3.37
H -1.95 -1.58 -1.83
H -1.98 0.20 0.08
H -1.36 -1.29 0.02
H 1.13 -0.10 -0.77
H 0.05 1.30 -0.74
H -0.17 1.24 1.74
H 2.74 0.97 0.70
H 1.74 2.42 1.19
H 2.12 1.43 2.42
O 1.54 -2.43 1.73
H 1.45 -1.98 0.94
H 0.89 -1.88 2.23
O -2.21 2.06 0.95
H -2.02 2.53 0.08
H -3.05 1.54 0.65
*
```

The energy above the lowest of the compared OMol25 structures with the same formula, charge and spin is 376.80 kJ/mol. The total energy is -11479.0662 eV. As for the LUMO energy: 0.49 eV. The orbital gap is 0.3404 hartree. The value obtained for the molar mass is 124.2 u. The highest occupied orbital energy comes out at -8.77 eV.

=====

Below is 2 unconnected molecules or ions with the total composition C4H16N2O2 at a distorted geometry, with properties calculated with ωB97M-V/def2-TZVPD.

ORCA input file:
```
! RIJCOSX wB97M-V def2-TZVPD def2/J DEFGRID3
* xyz 2 1
C 0.89 -2.12 0.42
O 1.94 -1.36 -0.16
C -0.46 -1.49 -0.06
C -0.68 -0.18 0.74
C -1.01 1.08 -0.10
N -0.08 2.20 0.18
N -1.54 -2.51 0.11
H 0.96 -3.15 0.06
H 1.04 -1.89 1.46
H 2.30 -1.78 -0.95
H -0.29 -1.28 -1.11
H 0.02 -0.04 1.56
H -1.63 -0.36 1.25
H -2.05 1.36 -0.01
H -0.94 0.84 -1.16
H 0.85 1.95 -0.14
H -0.03 2.45 1.17
H -0.23 3.04 -0.39
H -1.68 -2.73 1.09
H -2.45 -2.21 -0.24
H -1.36 -3.39 -0.39
H 1.93 3.82 -1.86
H 2.62 4.16 -0.57
O 1.91 3.59 -0.91
*
```

The energy above the lowest of the compared OMol25 structures with the same formula, charge and spin is 114.45 kJ/mol. The total energy is -11466.1715 eV. As for the LUMO energy: -6.56 eV. The orbital gap is 0.4187 hartree. The value obtained for the molar mass is 124.2 u. The highest occupied orbital energy comes out at -17.96 eV.